16
Properties=species:S:1:pos:R:3 method="wB97M-V/def2-TZVPD" multiplicity=1 total_charge=0 de_lowest_kcal_mol=89.7 homo_energy_ev=-9.5
C 0.73 1.28 0.68
C -0.08 0.48 -0.40
C -1.53 0.78 -0.39
C -1.75 -0.73 -0.02
C 1.58 -1.72 -0.16
H 1.33 2.25 0.14
H 0.01 1.63 1.55
H 1.59 0.41 1.06
H 0.40 0.71 -1.35
H -1.85 1.09 -1.33
H -1.87 1.53 0.31
H 2.01 -2.65 -0.02
H 2.13 -0.81 -0.61
N -0.44 -0.82 -0.02
N 0.34 -1.93 0.14
O -2.59 -1.51 0.42

---

16
Properties=species:S:1:pos:R:3 method="wB97M-V/def2-TZVPD" multiplicity=1 total_charge=0 de_lowest_kcal_mol=50.2 homo_energy_ev=-10.2
N -3.04 -0.91 0.05
C -1.96 -0.44 -0.12
C -0.68 0.12 -0.47
C -0.44 1.61 -0.25
N 0.83 1.20 0.38
C 0.41 -0.12 0.70
C 1.52 -1.03 0.40
O 2.20 -0.70 -0.76
H -0.24 -0.23 -1.41
H -1.13 2.07 0.48
H -0.37 2.21 -1.13
H 1.12 1.75 1.18
H -0.02 -0.27 1.69
H 1.03 -2.00 0.27
H 2.17 -1.10 1.26
H 2.15 0.29 -0.79

---

16
Properties=species:S:1:pos:R:3 method="wB97M-V/def2-TZVPD" multiplicity=1 total_charge=0 de_lowest_kcal_mol=121.5 homo_energy_ev="-7.7 / -7.4"
C -1.01 0.08 -0.08
C 1.15 0.68 0.29
C 0.70 -0.16 -0.68
N -1.41 -1.04 0.71
C -0.06 1.16 0.95
C 1.06 -1.20 -1.44
O 2.42 1.05 0.52
N -1.82 0.64 -0.93
H 2.44 1.86 1.04
H -1.87 -1.76 0.16
H -0.65 -1.44 1.25
H -2.75 0.23 -0.89
H -0.47 2.08 0.55
H -0.07 1.14 2.05
H 1.91 -1.82 -1.22
H 0.43 -1.50 -2.28

---

16
Properties=species:S:1:pos:R:3 method="wB97M-V/def2-TZVPD" multiplicity=1 total_charge=0 de_lowest_kcal_mol=134.5 homo_energy_ev=-8.2
C -0.53 1.01 1.16
C 0.07 -0.22 0.60
C 1.64 -0.19 0.74
C 1.09 -0.16 -0.52
O 0.65 0.85 -1.47
N -0.52 0.32 -2.11
C -1.11 -0.59 -1.41
N -0.92 -1.02 -0.10
H -1.60 0.86 1.46
H -0.04 1.40 1.98
H -0.64 1.69 0.29
H 2.18 -1.13 0.80
H 2.15 0.63 1.23
H 1.27 -1.04 -1.13
H -2.03 -0.93 -1.90
H -1.65 -1.49 0.36

---

16
Properties=species:S:1:pos:R:3 method="wB97M-V/def2-TZVPD" multiplicity=1 total_charge=0 de_lowest_kcal_mol=76.0 homo_energy_ev=-8.7
C -0.91 0.82 1.04
N -1.68 0.93 0.02
N -0.95 0.91 -1.18
C 0.47 1.18 -0.81
C 0.52 0.60 0.60
C 0.74 -0.99 0.67
C -0.04 -1.99 -0.10
O 1.30 -1.64 -0.46
H -1.28 0.63 1.99
H -1.51 1.50 -1.83
H 1.17 0.60 -1.33
H 0.68 2.19 -0.88
H 1.30 1.13 1.10
H 1.13 -1.30 1.64
H -0.14 -2.99 0.32
H -0.81 -1.57 -0.79

---

16
Properties=species:S:1:pos:R:3 method="wB97M-V/def2-TZVPD" multiplicity=1 total_charge=0 de_lowest_kcal_mol=64.5 homo_energy_ev=-8.8
H -1.25 1.00 2.87
N -0.32 0.62 3.05
C 0.01 0.03 1.98
N -0.82 -0.18 0.83
C -0.45 -0.86 -0.31
C 0.29 -2.00 -0.37
O -1.00 -0.24 -1.41
C -0.22 0.82 -1.87
C 0.93 1.35 -1.41
H 1.03 -0.34 1.94
H -1.65 0.44 0.62
H 0.56 -2.55 0.55
H 0.71 -2.40 -1.26
H -0.50 1.16 -2.90
H 1.36 2.12 -1.94
H 1.32 1.04 -0.37

---

16
Properties=species:S:1:pos:R:3 method="wB97M-V/def2-TZVPD" multiplicity=1 total_charge=0 de_lowest_kcal_mol=183.8 homo_energy_ev=-8.9
C -1.34 -1.09 0.34
C -1.24 1.29 -0.10
C 0.05 0.65 0.27
C 1.63 1.02 0.22
C 0.06 -0.66 -0.38
H -1.68 -2.36 0.29
H -1.08 -0.98 1.49
H -3.30 -0.02 -0.19
H -1.61 1.90 0.73
H -1.11 2.10 -0.93
H -0.21 0.28 1.30
H 2.04 1.94 -0.06
H 0.10 -0.73 -1.65
N -1.95 0.01 -0.29
N 2.21 -0.07 -0.09
O 1.26 -1.12 -0.05

---

16
Properties=species:S:1:pos:R:3 method="wB97M-V/def2-TZVPD" multiplicity=1 total_charge=0 de_lowest_kcal_mol=126.8 homo_energy_ev="-7.9 / -8.2"
H -0.40 -1.79 -1.56
N -0.37 -1.86 -0.54
C 0.06 -0.76 0.02
C 1.01 -0.81 1.20
C -1.00 0.46 0.17
C -2.31 0.35 0.39
N -0.22 1.42 -0.35
C 0.73 0.87 -1.13
O 1.92 1.52 -1.18
H 1.08 0.15 1.71
H 0.67 -1.57 1.91
H 1.99 -1.10 0.83
H -2.96 1.21 0.24
H -2.72 -0.56 0.79
H 0.54 0.37 -2.09
H 1.97 2.11 -0.42

---

16
Properties=species:S:1:pos:R:3 method="wB97M-V/def2-TZVPD" multiplicity=1 total_charge=0 de_lowest_kcal_mol=169.2 homo_energy_ev=-9.0
C 1.54 1.13 0.04
C -0.47 0.92 0.13
C -1.77 0.30 -0.22
C -1.23 -1.01 0.25
C 0.09 -0.53 -0.35
H 2.82 -1.41 0.47
H 2.63 1.40 -0.11
H -0.50 1.04 1.29
H -2.39 0.18 -1.28
H -2.51 0.74 0.60
H -1.50 -1.77 -0.62
H -1.23 -1.35 1.27
H -0.08 -0.62 -1.39
N 1.38 -0.14 0.28
N 0.54 1.84 -0.17
O 2.69 -0.72 -0.19

---

17
Properties=species:S:1:pos:R:3 method="wB97M-V/def2-TZVPD" multiplicity=1 total_charge=0 de_lowest_kcal_mol=92.2 homo_energy_ev=-7.7
C -1.87 0.15 -0.77
N -0.45 0.39 -0.54
C -0.06 1.75 -0.84
C 0.32 -0.40 0.28
C 1.68 -0.33 0.42
N 2.18 -1.43 1.08
O 1.06 -2.07 1.53
C -0.09 -1.61 0.96
O -1.15 -2.14 1.20
H -2.16 0.47 -1.76
H -2.07 -1.01 -0.60
H -2.32 0.70 0.09
H 0.83 1.96 -0.23
H -0.02 1.96 -1.96
H -0.96 2.47 -0.45
H 2.31 0.25 -0.22
H 2.76 -1.11 1.83

---

17
Properties=species:S:1:pos:R:3 method="wB97M-V/def2-TZVPD" multiplicity=1 total_charge=0 de_lowest_kcal_mol=125.7 homo_energy_ev=-8.3
N 1.14 0.18 -0.75
C 1.19 1.09 0.07
O 1.85 1.90 0.66
H 1.39 -0.04 -1.70
C -0.58 -1.90 -1.97
C -0.11 -1.76 -0.72
O 0.80 -2.55 -0.12
H -1.34 -1.25 -2.36
H -0.16 -2.63 -2.65
H -0.72 -1.20 0.09
H 1.41 -2.91 -0.78
C -0.75 2.29 1.86
C -0.63 0.98 1.18
N -1.20 -0.05 1.12
H -0.10 2.30 2.74
H -0.39 3.09 1.23
H -1.80 2.47 2.11

---

17
Properties=species:S:1:pos:R:3 method="wB97M-V/def2-TZVPD" multiplicity=1 total_charge=0 de_lowest_kcal_mol=122.7 homo_energy_ev=-7.9
C 0.30 -2.25 0.72
N -0.63 0.26 0.17
C -1.04 1.88 -1.60
C 0.24 0.69 -0.70
C 0.36 -0.82 1.13
C 1.08 -0.26 2.08
O -2.37 1.64 -1.65
N 1.32 0.64 -1.28
O -0.50 2.74 -2.24
H -2.78 2.28 -2.26
H -1.44 -0.21 -0.20
H 2.03 1.36 -1.16
H -0.73 -2.60 0.67
H 0.82 -2.88 1.46
H 0.77 -2.41 -0.25
H 1.43 -0.87 2.91
H 1.13 0.81 2.21

---

17
Properties=species:S:1:pos:R:3 method="wB97M-V/def2-TZVPD" multiplicity=1 total_charge=0 de_lowest_kcal_mol=36.8 homo_energy_ev=-8.4
C -0.15 0.41 -1.77
C -0.42 -0.67 -0.74
C -0.53 -1.94 -1.10
O -0.53 -3.08 -1.31
C -0.56 -0.29 0.72
N -1.11 1.00 1.00
C 0.95 -0.45 1.13
N 1.63 0.72 1.23
O 1.43 -1.54 1.38
H -1.04 1.03 -1.91
H 0.68 1.05 -1.46
H 0.10 -0.05 -2.73
H -1.08 -1.07 1.28
H -0.96 1.66 0.24
H -2.10 0.96 1.18
H 2.57 0.68 1.61
H 1.11 1.59 1.25

---

17
Properties=species:S:1:pos:R:3 method="wB97M-V/def2-TZVPD" multiplicity=1 total_charge=0 de_lowest_kcal_mol=227.4 homo_energy_ev=-8.4
C -0.20 -0.26 0.49
C 1.26 1.21 -0.22
C 1.22 0.23 -1.34
C -0.33 0.17 -0.95
C -0.20 1.52 -0.77
H 0.19 -1.12 2.84
H -1.43 -1.94 2.86
H 2.20 1.81 0.00
H 1.86 -0.68 -1.17
H 1.58 0.68 -2.41
H -0.73 -1.91 -1.67
H -0.15 2.43 -1.51
H -0.80 1.80 0.17
N -0.60 -1.61 2.36
N -0.84 -1.25 1.03
O 0.88 0.47 1.12
O -1.27 -0.25 -1.89

---

17
Properties=species:S:1:pos:R:3 method="wB97M-V/def2-TZVPD" multiplicity=1 total_charge=0 de_lowest_kcal_mol=129.5 homo_energy_ev=-8.8
C 0.66 1.39 -0.69
C 0.24 -0.04 -0.39
C -1.12 -0.48 -0.89
C 1.38 -1.04 -1.47
N 1.96 -1.48 -2.36
C 0.68 -0.58 0.86
O 1.28 -1.42 1.42
N -0.36 0.38 1.77
O -1.16 -0.37 2.64
H 1.56 1.68 -0.15
H 0.86 1.49 -1.75
H -0.15 2.08 -0.43
H -1.18 -0.28 -1.96
H -1.28 -1.54 -0.73
H -1.91 0.06 -0.38
H -0.92 1.15 1.44
H -0.54 -0.99 3.06

---

18
Properties=species:S:1:pos:R:3 method="wB97M-V/def2-TZVPD" multiplicity=1 total_charge=0 de_lowest_kcal_mol=13.8 homo_energy_ev=-9.0
C -2.31 1.52 -1.35
N -1.38 1.49 -0.24
C -0.48 0.53 -0.08
C -0.13 -0.53 -0.89
C 0.57 -1.52 -0.08
O 0.54 -2.73 -0.20
N 0.77 -0.86 1.26
C 0.10 0.32 1.31
O 0.11 1.16 2.18
H -1.77 1.63 -2.30
H -2.89 0.59 -1.39
H -2.99 2.36 -1.22
H -1.45 2.18 0.49
H -0.56 -0.78 -1.86
H 1.23 -1.29 2.05
O 3.65 -1.75 0.71
H 3.13 -1.29 1.48
H 3.87 -1.03 0.11

---

16
Properties=species:S:1:pos:R:3 method="wB97M-V/def2-TZVPD" multiplicity=1 total_charge=0 de_lowest_kcal_mol=53.9 homo_energy_ev=-8.0
C 0.10 2.21 0.56
C -0.63 1.31 -0.07
C -0.79 -0.08 0.35
C 0.30 -0.82 1.01
N 1.49 -1.02 0.60
S 2.22 -0.27 -0.71
C -1.92 -0.79 0.13
N -2.97 -0.41 -0.65
H 0.27 3.20 0.17
H 0.71 1.92 1.47
H -1.19 1.66 -0.92
H 0.03 -1.32 1.97
H 1.22 0.37 -1.27
H -2.02 -1.76 0.57
H -2.83 0.31 -1.33
H -3.73 -1.02 -0.82

---

16
Properties=species:S:1:pos:R:3 method="wB97M-V/def2-TZVPD" multiplicity=1 total_charge=0 de_lowest_kcal_mol=44.8 homo_energy_ev=-7.9
C -0.09 -0.45 2.04
C 0.41 -0.49 0.80
S 1.44 -1.84 0.30
C 0.78 -2.03 -1.33
N 0.04 -1.20 -1.97
N -0.18 0.04 -1.53
C 0.27 0.59 -0.24
C -0.64 1.73 0.15
H 0.03 -1.27 2.73
H -0.67 0.40 2.39
H 0.96 -2.98 -1.79
H -1.07 0.41 -1.87
H 1.29 1.01 -0.42
H -1.64 1.37 0.39
H -0.68 2.46 -0.68
H -0.25 2.26 1.04

---

16
Properties=species:S:1:pos:R:3 method="wB97M-V/def2-TZVPD" multiplicity=1 total_charge=0 de_lowest_kcal_mol=49.9 homo_energy_ev=-8.5
C -1.90 -0.14 -0.54
C -0.53 0.48 -0.55
C -0.24 1.81 0.06
N 0.18 0.60 0.72
C 1.50 0.26 0.91
N 2.03 -0.88 0.76
C 1.48 -2.04 0.30
S 1.30 -2.49 -1.26
H -2.45 0.13 0.36
H -2.47 0.18 -1.40
H -1.84 -1.22 -0.59
H 0.11 0.23 -1.39
H -1.05 2.35 0.57
H 0.53 2.40 -0.40
H 2.09 1.07 1.32
H 1.24 -2.74 1.11

---

16
Properties=species:S:1:pos:R:3 method="wB97M-V/def2-TZVPD" multiplicity=1 total_charge=0 de_lowest_kcal_mol=43.4 homo_energy_ev=-8.9
C -2.61 0.07 0.95
C -1.43 0.05 0.02
C -1.29 -1.09 -1.00
C -0.23 -0.88 0.08
N 0.89 0.00 -0.25
S 2.48 -0.23 0.27
C 0.35 1.24 -0.43
N -0.91 1.35 -0.37
H -2.92 -0.96 1.16
H -3.48 0.55 0.50
H -2.31 0.56 1.91
H -1.03 -0.83 -1.98
H -1.88 -2.00 -0.93
H -0.09 -1.70 0.81
H 2.35 0.13 1.55
H 1.04 2.04 -0.70

---

16
Properties=species:S:1:pos:R:3 method="wB97M-V/def2-TZVPD" multiplicity=1 total_charge=0 de_lowest_kcal_mol=96.0 homo_energy_ev=-8.1
C -1.17 -3.07 0.46
C -0.11 -3.42 -0.33
C -0.37 -0.82 0.15
C 1.53 2.06 0.59
C 0.11 2.80 -0.92
N -1.18 -1.75 0.73
N 0.50 1.72 -0.08
S 0.61 -1.91 -0.83
H -1.89 -3.67 0.95
H -0.05 -4.44 -0.56
H -1.80 -1.30 1.51
H 1.87 1.39 1.33
H 2.14 2.97 0.29
H -0.70 3.41 -0.42
H 0.90 3.55 -1.05
H -0.37 2.48 -1.83

---

16
Properties=species:S:1:pos:R:3 method="wB97M-V/def2-TZVPD" multiplicity=1 total_charge=0 de_lowest_kcal_mol=98.1 homo_energy_ev="-7.5 / -7.2"
C -0.48 0.89 -2.06
C -0.15 0.93 -0.70
C 1.12 -0.85 0.52
C -0.59 2.11 0.11
C 1.08 -2.29 0.99
N -0.26 -0.16 -2.81
N 0.22 -0.21 -0.09
S -0.72 -0.33 -4.44
H -0.76 1.71 -2.63
H -0.28 2.99 -0.51
H -1.67 2.15 0.31
H 0.01 2.00 1.01
H 1.03 -2.98 0.02
H 2.07 -2.51 1.40
H 0.29 -2.56 1.66
H 0.19 -0.99 -2.27

---

16
Properties=species:S:1:pos:R:3 method="wB97M-V/def2-TZVPD" multiplicity=1 total_charge=0 de_lowest_kcal_mol=78.7 homo_energy_ev="-9.0 / -9.0"
C 0.93 -2.81 -0.02
C 1.26 -2.99 -1.39
C 1.41 -1.56 0.17
C -1.12 0.89 0.18
C 0.02 1.76 0.62
N 1.82 -1.92 -1.93
N 1.97 -1.05 -0.91
Se 1.12 0.93 2.11
H 0.32 -3.34 0.68
H 1.27 -3.88 -2.04
H -1.59 1.25 -0.75
H -1.00 -0.18 0.16
H -1.93 1.09 0.88
H -0.04 2.80 1.10
H 0.71 2.11 -0.27
H 2.47 -0.10 -0.94

---

16
Properties=species:S:1:pos:R:3 method="wB97M-V/def2-TZVPD" multiplicity=1 total_charge=+1 de_lowest_kcal_mol=0.0 homo_energy_ev=-13.3
N 2.37 0.90 0.03
C 1.19 0.27 -0.13
C 1.17 -1.12 0.06
C -0.02 -1.78 -0.02
N -1.16 -1.14 -0.07
C -1.22 0.39 -0.10
N -2.47 0.85 0.06
C -0.01 1.05 -0.29
H 3.17 0.25 0.23
H 2.50 1.94 0.10
H 2.21 -1.42 0.12
H -0.08 -2.82 0.01
H -2.06 -1.50 -0.46
H -2.69 1.80 0.20
H -3.00 0.21 0.47
H 0.08 2.12 -0.20

---

16
Properties=species:S:1:pos:R:3 method="wB97M-V/def2-TZVPD" multiplicity=1 total_charge=+1 de_lowest_kcal_mol=132.2 homo_energy_ev=-14.3
C 1.01 1.99 0.42
C 0.45 -2.63 0.76
C 1.27 3.09 1.06
C -1.81 -0.07 -0.98
C -0.46 -0.73 -1.17
N 0.69 0.99 -0.17
N 1.00 -3.31 1.51
N 0.66 -0.04 -0.78
H 2.29 3.39 1.25
H 0.49 3.75 1.42
H -2.58 -0.64 -1.51
H -2.08 -0.03 0.08
H -1.80 0.94 -1.37
H -0.34 -1.66 -0.50
H -0.28 -1.14 -2.17
H 1.47 -3.91 2.15

---

17
Properties=species:S:1:pos:R:3 method="wB97M-V/def2-TZVPD" multiplicity=1 total_charge=+1 de_lowest_kcal_mol=79.4 homo_energy_ev=-13.3
C -2.26 -1.49 0.08
C -1.33 -0.37 -0.06
N -1.52 0.92 0.37
C -0.34 1.56 0.38
C 0.60 0.67 -0.03
C 2.42 0.77 -0.34
N 2.77 -0.63 -0.25
O 3.86 -0.87 0.20
N -0.02 -0.47 -0.26
H -1.64 -2.37 -0.01
H -2.65 -1.54 1.01
H -3.09 -1.33 -0.67
H -2.37 1.39 0.75
H -0.27 2.64 0.45
H 2.30 1.07 -1.44
H 3.02 1.39 0.33
H 0.53 -1.34 -0.51

---

20
Properties=species:S:1:pos:R:3 method="wB97M-V/def2-TZVPD" multiplicity=1 total_charge=-2 de_lowest_kcal_mol=122.8 homo_energy_ev="-0.3 / 0.7"
C -2.26 1.99 -1.55
C -0.86 0.57 -0.91
C 0.78 -0.56 2.24
C -0.43 -0.76 1.35
C -0.20 -0.32 -0.05
N -1.98 1.21 -0.55
N -1.25 1.91 -2.56
N -0.45 0.98 -2.14
O 0.46 -2.46 -1.65
O 1.86 -0.30 -1.65
O 2.03 -2.08 0.24
P 1.14 -1.48 -0.80
H -3.12 2.79 -1.61
H 0.45 -0.52 3.24
H 1.39 -1.39 2.05
H 1.24 0.29 1.85
H -1.31 -0.20 1.85
H -0.62 -1.87 1.37
H 1.25 1.81 0.32
H 1.87 0.38 -1.04

---

17
Properties=species:S:1:pos:R:3 method="wB97M-V/def2-TZVPD" multiplicity=1 total_charge=0 de_lowest_kcal_mol=80.6 homo_energy_ev=-10.2
C -0.77 1.91 -0.11
N -1.44 0.67 -0.09
N -2.73 0.40 0.26
N -2.82 -0.89 0.23
N -1.69 -1.46 -0.04
C -0.84 -0.53 -0.31
C 0.81 -0.68 -0.66
C 1.49 -1.67 0.20
C 1.81 -0.19 0.35
H -0.03 1.95 -0.79
H -1.47 2.84 -0.34
H -0.37 1.96 0.82
H 0.92 -0.52 -1.68
H 2.17 -2.28 -0.14
H 0.94 -2.04 0.94
H 1.31 0.40 1.24
H 2.72 0.10 0.12

---

17
Properties=species:S:1:pos:R:3 method="wB97M-V/def2-TZVPD" multiplicity=1 total_charge=0 de_lowest_kcal_mol=48.9 homo_energy_ev=-7.5
C 3.02 -0.18 -0.35
N 1.64 -0.46 0.08
C 0.84 0.53 0.11
N -0.47 0.42 0.57
C -1.51 1.21 0.31
C -2.61 0.64 -0.29
N -2.71 -0.67 -0.61
C -1.81 -1.40 0.02
N -0.88 -0.93 0.87
H 3.29 -0.75 -1.22
H 3.14 0.89 -0.55
H 3.67 -0.46 0.49
H 1.10 1.52 -0.28
H -1.52 2.24 0.59
H -3.40 1.34 -0.58
H -1.74 -2.47 -0.24
H -0.05 -1.48 1.08

---

21
Properties=species:S:1:pos:R:3 method="wB97M-V/def2-TZVPD" multiplicity=1 total_charge=0 de_lowest_kcal_mol=0.0 homo_energy_ev=-9.7
O -0.73 0.30 3.34
C 0.37 0.80 3.10
O 1.22 1.22 4.03
C 1.05 0.77 1.72
C 0.76 2.01 1.07
C 1.18 1.98 -0.39
N 0.55 0.78 -1.04
C 0.30 -0.42 -0.42
N -0.16 -1.54 -0.91
N -0.28 -1.81 -2.17
O -0.97 -2.81 -2.39
O 0.14 -1.04 -3.03
N 0.51 -0.42 0.92
H 0.64 1.04 4.84
H 2.11 0.54 1.65
H 1.20 2.86 1.68
H -0.32 2.36 1.09
H 2.25 1.99 -0.28
H 0.85 2.89 -0.96
H 0.58 0.68 -2.08
H -0.13 -1.08 1.34